Computed, not measured: a cluster of 2 separate species, CH3NO3S in total in a non-equilibrium geometry, with wB97M-V/def2-TZVPD.

Computed properties:
Spin multiplicity ... 1
Relative energy (zero: lowest compared OMol25 entry of this formula, charge and spin) ... 160.9 kcal per mole
LUMO (alpha / beta) ... -1.5 / -1.6 eV

Each atom is followed by the atoms it is bonded to, with distances in Å.
Element x y z (Å)
1 C -0.03904 -1.07921 -0.84501  S6 1.671, H7 1.084
2 N 0.06628 1.82077 -0.35293  O5 1.286, H8 1.022, H9 1.020
3 O -0.11129 -2.54241 1.38066  S6 1.438
4 O 0.67499 -0.20255 1.52234  S6 1.436
5 O -0.81616 0.96060 -0.72167  N2 1.286
6 S -0.05723 -1.21956 0.82023  C1 1.671, O3 1.438, O4 1.436
7 H -0.89105 -1.54619 -1.32560  C1 1.084
8 H 0.44181 1.69409 0.58959  N2 1.022
9 H 0.73170 2.11447 -1.06761  N2 1.020